# 1
{
  "formula": "C8H34O9",
  "method": "ωB97M-V/def2-TZVPD",
  "elements": ["C", "C", "O", "H", "H", "H", "H", "H", "H", "C", "C", "O", "H", "H", "H", "H", "H", "H", "C", "C", "O", "H", "H", "H", "H", "H", "H", "C", "C", "O", "H", "H", "H", "H", "H", "H", "O", "H", "H", "O", "H", "H", "O", "H", "H", "O", "H", "H", "O", "H", "H"],
  "xyz": [[-3.539626, -2.497604, -3.294177], [-3.040571, -1.316146, -2.466481], [-2.222876, -0.497224, -3.288040], [-2.663924, -3.196520, -3.489707], [-3.911606, -2.134637, -4.234377], [-4.331887, -3.033304, -2.811999], [-2.437895, -1.668489, -1.619078], [-3.894130, -0.703142, -2.082902], [-1.369834, -0.999974, -3.437606], [2.009509, -0.561796, 4.120996], [2.426180, -0.176645, 2.745845], [2.304632, -1.383612, 1.963883], [2.527039, -1.437156, 4.490133], [0.927398, -0.785046, 4.194625], [2.170699, 0.271519, 4.786379], [3.431250, 0.139727, 2.674537], [1.698983, 0.526002, 2.326257], [1.594952, -1.866969, 2.356134], [-2.756142, -2.104122, 2.152457], [-1.329756, -1.896119, 2.698670], [-0.369324, -1.331443, 1.844632], [-3.348641, -2.611835, 2.905154], [-2.701443, -2.748038, 1.255870], [-3.242170, -1.182663, 1.885501], [-1.001454, -2.973151, 2.899531], [-1.351858, -1.409569, 3.705618], [-0.489666, -0.369500, 1.821145], [3.096407, 4.225415, -0.881249], [1.636760, 4.098630, -1.146269], [1.251638, 2.891735, -0.609935], [3.423571, 3.863965, 0.094393], [3.513465, 5.199204, -1.025850], [3.624746, 3.572099, -1.554239], [1.398530, 4.141521, -2.247454], [1.034808, 4.924723, -0.665526], [1.574872, 2.058542, -1.042911], [2.975871, 0.799482, -1.192237], [2.250508, 0.167068, -1.054671], [3.471021, 0.893781, -0.357503], [-1.134975, 1.412427, 1.801712], [-1.828150, 1.294593, 1.123575], [-0.624678, 2.210310, 1.571877], [0.540184, -2.012040, -3.316325], [0.957978, -1.815149, -4.161025], [0.897465, -1.449044, -2.628843], [-1.695879, 1.099439, -1.310671], [-1.015840, 1.739253, -1.386726], [-1.949223, 0.744414, -2.194401], [0.799883, -0.617055, -0.854241], [-0.119634, -0.305721, -0.996794], [0.832836, -1.190134, -0.067705]],
  "atomic_forces_ev_per_a": [[1.6, -0.4, 0.1], [-0.7, -0.5, 0.1], [1.2, -0.3, -0.5], [-1.1, 0.7, 0.2], [-0.1, 0.2, -0.5], [-0.4, -0.4, 0.4], [-0.3, 0.1, 0.1], [0.8, -0.3, -0.4], [-1.0, 0.6, 0.1], [-0.8, 0.5, 1.1], [-2.0, -1.9, -0.8], [1.6, 0.6, -0.9], [0.4, -0.1, 0.0], [0.4, 0.1, -0.3], [0.2, 0.2, 0.6], [1.0, 0.6, -0.1], [0.4, 0.5, 0.1], [-0.9, -0.4, 0.1], [1.0, -0.1, -0.5], [-0.4, -2.2, 1.2], [-0.4, -0.1, -0.2], [-0.1, -0.1, 0.1], [-0.1, 0.3, 0.3], [-0.3, 0.5, -0.1], [0.0, 1.4, -0.1], [0.0, 0.0, -0.8], [-0.1, 0.3, 0.0], [1.3, 0.0, -0.2], [-0.4, 1.0, -0.8], [-2.1, -2.2, 0.8], [-0.6, 0.2, 0.3], [0.1, 0.8, -0.1], [0.3, -0.3, -0.5], [0.3, 0.1, 0.8], [0.5, -0.9, -0.3], [0.5, 1.4, 0.2], [0.7, 0.4, 0.1], [0.1, -0.2, 0.4], [-0.5, -0.2, -0.5], [-0.1, 0.1, -0.2], [0.6, 0.3, 0.1], [-0.3, -0.5, -0.2], [-0.8, -0.4, -0.7], [0.2, 0.1, 0.3], [0.4, 0.3, 0.4], [-0.9, -1.1, 0.7], [1.0, 1.2, -0.3], [0.4, 0.2, 0.1], [-0.6, -0.3, -0.2], [0.3, -0.1, 0.5], [-0.2, 0.2, 0.0]],
  "mulliken_charge": [-1.232, 0.030, -0.684, 0.268, 0.304, 0.399, 0.159, 0.351, 0.370, -1.249, 0.220, -0.568, 0.338, 0.179, 0.412, 0.438, -0.065, 0.275, -1.184, -0.322, -0.128, 0.407, 0.222, 0.335, 0.246, 0.348, 0.129, -1.097, -0.151, -0.369, 0.258, 0.389, 0.271, 0.236, 0.259, 0.237, -0.698, 0.466, 0.315, -0.710, 0.301, 0.300, -0.680, 0.309, 0.431, -0.577, 0.277, 0.345, -0.589, 0.223, 0.255],
  "de_lowest_kcal_mol": 0.00,
  "total_charge": 0,
  "total_energy_ha": -1002.3269,
  "max_force_ha_per_bohr": 0.0610,
  "smiles": "CCO.CCO.CCO.CCO.O.O.O.O.O",
  "gap_ev": 10.5
}

***

# 2
{
  "formula": "C8H36N16O10",
  "method": "ωB97M-V/def2-TZVPD",
  "elements": ["N", "C", "N", "O", "H", "H", "H", "H", "N", "C", "N", "O", "H", "H", "H", "H", "N", "C", "N", "O", "H", "H", "H", "H", "N", "C", "N", "O", "H", "H", "H", "H", "N", "C", "N", "O", "H", "H", "H", "H", "N", "C", "N", "O", "H", "H", "H", "H", "N", "C", "N", "O", "H", "H", "H", "H", "N", "C", "N", "O", "H", "H", "H", "H", "O", "H", "H", "O", "H", "H"],
  "xyz": [[-0.912960, 6.617729, 1.795172], [-0.187717, 5.545981, 1.946397], [-0.945114, 4.498613, 1.691973], [1.000704, 5.562844, 2.134069], [-0.435498, 7.507635, 1.808887], [-1.919629, 6.587405, 1.718987], [-1.895635, 4.838393, 1.657813], [-0.613015, 3.551450, 1.804617], [-2.003965, -4.351961, -3.985298], [-1.164737, -5.087068, -3.298366], [-1.115963, -6.273544, -3.753804], [-0.355116, -4.720370, -2.414276], [-2.171646, -3.381302, -3.762131], [-2.473873, -4.770346, -4.775388], [-0.424053, -6.869926, -3.322898], [-1.699659, -6.416578, -4.565559], [0.724887, 1.746237, -7.771819], [1.051389, 0.882332, -6.859350], [0.085264, 0.496576, -6.083599], [2.198893, 0.549438, -6.619409], [-0.264673, 1.866248, -7.934509], [1.417565, 2.354869, -8.183986], [-0.904226, 0.620970, -6.243388], [0.342111, 0.037980, -5.221160], [1.764862, 4.285224, -3.151611], [2.485708, 3.909186, -2.211700], [2.726625, 2.627729, -2.264201], [3.007445, 4.602279, -1.359442], [1.268096, 3.601557, -3.704722], [1.515294, 5.263727, -3.133204], [2.203926, 2.090704, -2.941318], [3.306426, 2.079334, -1.645172], [3.588042, -1.869988, 1.762072], [4.507639, -0.932715, 1.599310], [5.495875, -1.062314, 2.429165], [4.490830, -0.096132, 0.670827], [2.813883, -1.949415, 1.118281], [3.645597, -2.351679, 2.647938], [6.302482, -0.465891, 2.311893], [5.219928, -1.418559, 3.333074], [-4.181048, 1.966921, 4.650036], [-4.824786, 3.057410, 4.209350], [-4.872004, 3.011644, 2.893719], [-5.386284, 3.862285, 4.934649], [-4.182368, 1.593546, 5.588493], [-3.671669, 1.407359, 3.981062], [-4.326928, 2.290989, 2.442438], [-5.381088, 3.742347, 2.417261], [2.109223, -3.833434, 5.236045], [0.964848, -3.991871, 4.610030], [0.189513, -2.970685, 4.798155], [0.667652, -4.892307, 3.815273], [2.130727, -3.258013, 6.065817], [2.805640, -4.554340, 5.111956], [0.467974, -2.262559, 5.462311], [-0.695624, -2.800753, 4.342357], [-0.522349, 0.271414, -0.065107], [-1.316179, -0.345230, 0.787073], [-1.189535, -1.591822, 0.776683], [-2.188553, 0.296866, 1.354584], [0.034139, -0.292410, -0.691624], [-0.592028, 1.240836, -0.339800], [-1.828419, -2.125903, 1.348246], [-0.657833, -2.002131, 0.022333], [1.786795, -1.778512, -2.569977], [1.142855, -2.482628, -2.646103], [2.586982, -2.143185, -2.948053], [-3.307920, -3.567331, 3.303413], [-3.301226, -4.398546, 2.828799], [-4.136500, -3.156612, 3.056417]],
  "atomic_forces_ev_per_a": [[-1.7, 4.7, 0.0], [2.3, -0.8, -0.5], [-1.4, -2.3, -0.2], [1.3, -0.2, 0.6], [-0.3, -0.2, 0.1], [0.4, 0.4, 0.0], [-0.2, -2.0, -0.1], [-0.5, 0.3, 0.1], [-2.3, 2.8, -1.0], [3.5, 2.8, 3.0], [0.0, -4.5, -1.4], [-1.4, 0.6, -0.4], [0.1, -0.4, -0.1], [-0.1, 0.6, 0.3], [-0.3, -0.4, -0.6], [0.7, -1.4, 0.3], [-1.4, 2.2, -3.0], [3.6, -0.3, 1.0], [-3.7, -1.9, 3.0], [0.9, -0.1, -0.1], [0.5, 0.6, -0.3], [-0.3, -0.4, -0.1], [0.4, 0.2, -0.1], [0.0, -0.2, -0.4], [-5.0, 3.6, -5.6], [4.7, -0.8, 5.5], [0.3, -5.1, -0.4], [0.1, 1.4, 0.6], [0.0, 0.7, -0.1], [-0.3, -0.3, -0.4], [0.5, -0.3, 0.2], [-0.1, 0.7, 0.2], [-1.7, -1.2, 0.5], [-1.2, 2.6, -4.8], [2.9, 0.0, 2.8], [0.0, -1.1, 1.0], [0.1, 0.1, 0.5], [-0.8, -0.5, -0.6], [-0.4, 0.1, 0.4], [0.9, 0.1, 0.1], [1.7, -2.1, 1.1], [-1.1, -0.1, 2.3], [-0.2, 0.9, -2.7], [0.1, 0.3, -0.2], [-0.2, 0.8, -0.2], [-0.1, 0.0, 0.3], [-0.4, 0.5, -0.6], [0.4, -0.3, -0.2], [3.4, -0.6, 1.5], [-1.4, -2.4, -3.3], [-2.9, 3.8, 1.2], [0.8, 0.1, 0.7], [0.3, -0.3, -0.2], [-0.2, 0.1, 0.3], [-0.2, 0.0, -0.3], [0.2, -0.6, 0.0], [2.8, 1.3, -2.6], [-2.3, 5.7, -0.7], [0.4, -6.6, 0.6], [-0.9, 0.4, 1.8], [0.3, 0.3, 0.1], [-0.3, -0.3, 0.6], [0.2, -0.2, -0.2], [-0.2, -0.5, 0.6], [-0.3, 0.4, 0.1], [-0.2, -0.5, 0.0], [0.3, 0.0, -0.1], [0.3, 0.2, 0.0], [0.1, -0.3, -0.1], [-0.2, 0.2, 0.0]],
  "mulliken_charge": [-0.388, 0.670, -0.292, -0.622, 0.211, 0.144, 0.125, 0.152, -0.351, 0.697, -0.394, -0.679, 0.211, 0.144, 0.239, 0.147, -0.407, 0.725, -0.393, -0.657, 0.163, 0.221, 0.154, 0.203, -0.343, 0.734, -0.293, -0.678, 0.150, 0.233, 0.043, 0.152, -0.288, 0.669, -0.413, -0.662, 0.179, 0.101, 0.231, 0.170, -0.332, 0.697, -0.367, -0.662, 0.186, 0.125, 0.171, 0.193, -0.445, 0.728, -0.354, -0.676, 0.195, 0.229, 0.134, 0.181, -0.285, 0.752, -0.249, -0.760, 0.052, 0.171, 0.214, 0.093, -0.575, 0.319, 0.257, -0.621, 0.315, 0.309],
  "de_lowest_kcal_mol": 146.71,
  "total_charge": 0,
  "total_energy_ha": -1955.0700,
  "max_force_ha_per_bohr": 0.1622,
  "smiles": "NC(N)=O.NC(N)=O.NC(N)=O.NC(N)=O.NC(N)=O.NC(N)=O.NC(N)=O.NC(N)=O.O.O",
  "gap_ev": 8.7
}

***

# 3
{
  "formula": "C8H36O12",
  "method": "ωB97M-V/def2-TZVPD",
  "elements": ["C", "C", "C", "C", "C", "C", "C", "C", "H", "H", "H", "H", "H", "H", "H", "H", "H", "H", "H", "H", "H", "H", "O", "H", "H", "O", "H", "H", "O", "H", "H", "O", "H", "H", "O", "H", "H", "O", "H", "H", "O", "H", "H", "O", "H", "H", "O", "H", "H", "O", "H", "H", "O", "H", "H", "O"],
  "xyz": [[3.266452, -2.129111, -0.882200], [2.844420, -0.720535, -0.577503], [3.725800, 0.273462, -0.660950], [1.393233, -0.524276, 1.314462], [1.461640, -0.565402, -0.015548], [0.338775, -0.555310, -1.003875], [0.047872, -1.777746, -1.501152], [-0.783878, -1.999788, -2.725850], [3.849257, -2.530075, -0.062330], [3.890400, -2.152160, -1.784527], [2.560592, -2.886668, -1.230243], [4.792113, 0.120277, -0.804134], [3.527585, 1.281730, -0.309397], [0.495073, -0.660560, 1.891970], [2.260264, -0.462575, 1.961527], [-0.125115, 0.345059, -1.359371], [0.483538, -2.583832, -0.957559], [-0.351359, -2.628900, -3.496058], [-0.938765, -1.002765, -3.172902], [-1.773901, -2.337641, -2.459680], [1.108120, -0.023637, -3.413669], [1.570658, 1.434089, -3.819910], [0.808858, 0.860760, -3.670860], [0.219172, 1.671417, 4.363967], [1.143575, 1.753685, 3.074553], [0.394398, 1.272257, 3.500224], [-1.646566, -2.804133, 3.286857], [-1.063595, -1.556043, 4.031463], [-1.129266, -1.996648, 3.171601], [-0.858370, -3.826853, -0.343242], [-2.311267, -3.754244, -0.666406], [-1.477181, -4.094046, -1.025264], [1.559244, 2.593803, 0.841782], [2.649695, 1.721024, 1.538736], [2.001705, 2.413178, 1.697258], [-1.446593, 2.083585, 1.809018], [-0.577907, 2.819860, 2.909950], [-1.023138, 2.931550, 2.061639], [-2.027898, 2.870119, -0.270705], [-1.964021, 2.209050, -1.574415], [-2.217383, 2.005304, -0.656190], [-1.442761, 0.380293, 0.893491], [-1.321941, -0.302218, 2.226568], [-1.933246, 0.262256, 1.723258], [-0.168946, 3.336102, 0.766761], [0.835398, 4.324698, 0.025469], [0.226469, 3.591314, -0.126274], [0.104279, 3.272687, -2.207427], [-0.457009, 2.137615, -2.964975], [-0.691685, 3.052960, -2.711523], [-2.466010, -1.859961, 1.223174], [-3.680932, -2.562907, 0.713917], [-2.773364, -2.751179, 1.009087], [-3.480502, 0.395623, -0.534963], [-3.645941, -0.032484, 0.932245], [-3.780018, -0.332062, 0.020135]],
  "atomic_forces_ev_per_a": [[0.7, -0.6, -1.5], [-0.2, 0.2, -0.1], [0.4, 0.3, 0.9], [-0.4, -0.4, 0.1], [0.3, 0.9, 0.6], [0.4, -2.4, 0.3], [-0.2, 1.6, -0.5], [-0.5, 1.6, 0.1], [0.0, -0.2, 0.2], [0.5, 0.4, 0.3], [-0.7, 0.4, 0.8], [-0.2, -0.3, -0.5], [-0.4, 0.0, -0.3], [-0.2, 0.3, -0.3], [0.3, -0.3, -0.3], [0.2, 0.4, -0.1], [0.3, -0.7, -0.2], [0.1, -0.3, 0.2], [0.1, -0.3, -0.1], [-0.1, -0.4, -0.1], [0.2, 0.4, 0.0], [0.0, -0.4, 0.0], [-0.1, 0.0, -0.2], [0.4, -0.2, -0.1], [-0.4, -0.2, 0.0], [0.2, 0.0, 0.9], [0.0, 0.2, -0.1], [0.0, -0.4, -0.1], [0.3, 0.2, 0.4], [-0.1, -0.1, 0.2], [0.3, -0.1, 0.1], [-0.3, -0.6, 0.0], [0.1, -0.3, 0.3], [0.0, 0.0, -0.2], [0.4, 0.4, 0.0], [0.3, 0.1, 0.9], [-0.2, -0.6, -0.4], [-0.7, 0.7, -0.7], [-0.1, 0.0, 0.2], [0.2, -0.1, 0.1], [-0.1, 0.2, -0.1], [-0.4, 0.0, -0.3], [-0.4, 0.1, 0.3], [1.0, 0.0, 0.1], [0.1, 0.5, -0.4], [-0.3, 0.1, 0.1], [0.5, -0.2, 0.4], [-0.4, 0.3, 0.4], [-0.1, 0.3, -0.4], [0.4, -0.8, -0.4], [0.2, 0.0, -0.2], [0.4, 0.0, 0.0], [-0.7, 0.0, 0.3], [0.1, 0.2, 0.2], [0.1, 0.1, -0.5], [-0.8, -0.4, -0.1]],
  "mulliken_charge": [-1.411, 0.190, -1.080, -1.054, 0.857, -0.164, -0.344, -1.472, 0.322, 0.417, 0.302, 0.309, 0.253, 0.146, 0.451, 0.810, 0.555, 0.314, 0.403, 0.287, 0.306, 0.288, -0.652, 0.274, 0.460, -0.603, 0.270, 0.281, -0.577, 0.309, 0.393, -0.657, 0.433, 0.310, -0.763, 0.516, 0.294, -0.762, 0.222, 0.355, -0.679, 0.473, 0.140, -0.853, 0.393, 0.248, -0.627, 0.318, 0.379, -0.718, 0.630, 0.297, -0.744, 0.295, 0.335, -0.672],
  "de_lowest_kcal_mol": 56.63,
  "total_charge": 0,
  "total_energy_ha": -1229.2156,
  "max_force_ha_per_bohr": 0.0483,
  "gap_ev": 9.5
}